# 1
Molecular formula: CH5N2O
Method: DFT, wB97M-V/def2-TZVPD

The value obtained for the lowest unoccupied orbital energy (spin up / spin down) is -0.305 / -0.202 Ha. The calculation puts the maximum force at 2.87 eV/Å. For the HOMO energy (spin up / spin down), the calculation gives -15.440 / -15.986 eV. The frontier orbital gap (spin up / spin down) is 7.15 / 10.49 eV. The relative energy (zero: lowest compared OMol25 entry of this formula, charge and spin) comes out at 652.7 kJ/mol.

```
! RIJCOSX wB97M-V def2-TZVPD def2/J DEFGRID3
* xyz 1 1
C 0.0851 0.6105 0.0240
N -1.2414 0.5121 -0.1615
N 1.0407 -0.2392 0.1405
O 2.2677 0.2766 -0.2399
H 0.5418 1.5833 -0.1290
H -1.7810 1.3210 0.1805
H -1.7311 -0.3587 -0.0523
H 1.2657 -2.3753 0.4376
H 2.9234 0.2885 0.5473
*
```

Atom charges from the Mulliken analysis, given in e for atoms 1 to 2:
1 C 0.06
2 N -0.33

=====

# 2
Molecular formula: C3H8N2O
Method: DFT, wB97M-V/def2-TZVPD

As for the SMILES: C[C@@]1(NN)CO1. The value obtained for the lowest unoccupied orbital energy is 0.036 Ha. The calculation puts the maximum force at 2.96 eV/Å. For the HOMO energy, the calculation gives -9.077 eV. The frontier orbital gap is 10.05 eV. The relative energy (zero: lowest compared OMol25 entry of this formula, charge and spin) comes out at 337.6 kJ/mol.

```
! RIJCOSX wB97M-V def2-TZVPD def2/J DEFGRID3
* xyz 0 1
C 0.2341 0.0495 -1.4018
C -1.4453 0.9686 0.3218
N 0.4209 -0.5054 1.0999
C -0.0996 0.3586 0.0145
N 1.2852 -1.5860 0.7863
O 0.8462 1.2487 -0.5047
H 0.8037 0.0485 1.8703
H 2.0150 -1.2746 0.1423
H 0.7629 -2.3527 0.3620
H 1.0471 -0.5974 -1.6979
H -0.4679 0.2647 -2.2003
H -1.3164 1.9266 0.8333
H -2.0382 1.1439 -0.5797
H -2.0478 0.3070 0.9539
*
```

Atom charges from the Mulliken analysis, given in e for atoms 1 to 2:
1 C -0.77
2 C -1.35

=====

# 3
Molecular formula: C8H8BrClNO3
Method: DFT, wB97M-V/def2-TZVPD

The value obtained for the lowest unoccupied orbital energy is 0.096 Ha. The calculation puts the maximum force at 3.08 eV/Å. For the HOMO energy, the calculation gives -4.121 eV. The frontier orbital gap is 6.74 eV. The relative energy (zero: lowest compared OMol25 entry of this formula, charge and spin) comes out at 0.0 kJ/mol.

```
! RIJCOSX wB97M-V def2-TZVPD def2/J DEFGRID3
* xyz -1 1
C 1.8647 2.6502 -1.3355
C 0.3156 -0.9875 0.0734
C -0.9617 -1.1426 0.5331
C 0.9049 -1.0276 -1.2531
C 1.0738 2.5132 -0.3010
C 2.3804 -0.5764 0.3039
C -1.2789 -0.9902 1.9640
C -2.0661 -1.1534 -0.4892
N 1.3231 -0.5636 0.9717
O 0.4856 -1.1384 -2.3498
O 2.6320 2.6639 -2.2032
O 2.2953 -0.8252 -1.0306
Cl 3.8950 -0.0463 0.8856
Br -3.3340 1.9472 -0.5299
H 1.3907 3.0859 0.4872
H 0.2747 1.7819 -0.1012
H -1.7921 -1.8874 2.2994
H -0.3576 -0.9641 2.5016
H -2.0564 -0.0458 2.0598
H -2.0931 -0.1389 -0.8688
H -3.1642 -1.4059 -0.2565
H -1.7317 -1.7490 -1.3609
*
```

Atom charges from the Mulliken analysis, given in e for atoms 1 to 2:
1 C 0.83
2 C 0.10

=====

# 4
Molecular formula: C34H51FN3O4PPtS4
Method: DFT, wB97M-V/def2-TZVPD

The value obtained for the lowest unoccupied orbital energy (spin up / spin down) is -0.035 / -0.035 Ha. The calculation puts the maximum force at 1.18 eV/Å. For the HOMO energy (spin up / spin down), the calculation gives -4.373 / -6.092 eV. The frontier orbital gap (spin up / spin down) is 3.43 / 5.13 eV.

```
! RIJCOSX wB97M-V def2-TZVPD def2/J DEFGRID3
* xyz 0 3
Pt 1.1187 -0.5757 -0.6693
S 3.3934 -0.8749 -0.3490
S 3.6664 -0.1001 1.5097
S 2.0976 -0.8094 2.7151
S 0.4292 -0.0534 1.9947
C -2.4850 5.2202 2.1853
C -2.3188 5.1798 0.6678
N -1.3294 4.2073 0.2483
C -1.7588 2.9588 -0.1104
C -0.9420 1.9694 -0.5377
C -1.6352 0.6767 -0.9275
O -2.8619 0.6777 -1.0253
O -0.9160 -0.3642 -1.1408
C 0.4719 2.2120 -0.6235
O 1.3504 1.3763 -1.0793
C 0.9261 3.4936 -0.2156
C 2.3103 3.8020 -0.2673
C 2.7502 5.0669 0.0339
F 4.0805 5.3371 -0.0828
C 1.8955 6.0618 0.4705
C 0.5140 5.7452 0.5917
C 0.0233 4.5035 0.2170
N 2.2684 7.4194 0.7606
C 1.6935 8.4439 -0.1221
C 1.4798 9.7192 0.7447
N 2.2604 9.4556 1.9812
C 3.6793 9.1732 1.6286
C 3.6681 7.7416 1.0076
H -3.1865 6.0054 2.4716
H -1.5256 5.4024 2.6705
H -2.8732 4.2655 2.5401
H -2.0379 6.1616 0.2816
H -3.2646 4.9078 0.2008
H -2.8233 2.7749 -0.0706
H 3.0054 3.0300 -0.5651
H -0.1429 6.5032 0.9975
H 0.7523 8.0826 -0.5241
H 2.3613 8.6584 -0.9644
H 0.4345 9.8496 1.0207
H 1.8319 10.6212 0.2502
H 1.9179 8.4620 2.1754
H 2.1273 10.1326 2.7232
H 4.2986 9.2282 2.5201
H 4.0260 9.9198 0.9170
H 4.0796 7.0110 1.7001
H 4.2745 7.7250 0.0992
O 0.9878 -2.7501 -0.3088
P 0.0503 -3.8949 -0.6045
C -0.4100 -4.1256 -2.4004
C -1.9111 -4.2780 -2.7516
C -2.4241 -3.1015 -3.5763
C -1.6688 -3.0153 -4.9078
C -0.1563 -3.2748 -4.7313
C 0.2748 -3.0722 -3.2796
C -1.4145 -3.8911 0.5101
C -0.9626 -3.8399 1.9900
C -1.9805 -3.0967 2.8694
C -3.3976 -3.3915 2.3842
C -3.6106 -2.7766 0.9889
C -2.2888 -2.6667 0.2211
C 0.9938 -5.4535 -0.3511
C 0.1151 -6.7051 -0.5929
C -0.0811 -7.5062 0.6924
C 1.2652 -7.9976 1.2411
C 2.3655 -6.9231 1.1092
C 1.7544 -5.5292 0.9773
H 0.0734 -5.0811 -2.6251
H -2.5212 -4.4046 -1.8550
H -2.0357 -5.1925 -3.3409
H -2.3000 -2.1735 -3.0203
H -3.4934 -3.2220 -3.7629
H -1.8321 -2.0273 -5.3420
H -2.0824 -3.7488 -5.6059
H 0.4176 -2.6057 -5.3743
H 0.0880 -4.2996 -5.0309
H -0.0004 -2.0712 -2.9631
H 1.3597 -3.1571 -3.1850
H -1.9927 -4.8025 0.3192
H 0.0068 -3.3385 2.0603
H -0.8481 -4.8568 2.3743
H -1.7992 -2.0212 2.8288
H -1.8513 -3.4032 3.9094
H -4.1371 -3.0048 3.0880
H -3.5342 -4.4775 2.3431
H -4.0411 -1.7769 1.0738
H -4.3234 -3.3839 0.4240
H -1.7432 -1.7813 0.5423
H -2.4872 -2.5273 -0.8389
H 1.7513 -5.3836 -1.1407
H 0.5871 -7.3498 -1.3388
H -0.8613 -6.4185 -0.9962
H -0.7363 -8.3571 0.4964
H -0.5817 -6.8797 1.4352
H 1.5682 -8.8980 0.7013
H 1.1376 -8.2851 2.2869
H 2.9705 -7.1200 0.2196
H 3.0336 -6.9628 1.9705
H 2.5280 -4.7606 0.9926
H 1.0944 -5.3429 1.8241
*
```

Atom charges from the Mulliken analysis, given in e for atoms 1 to 2:
1 Pt 0.68
2 S -0.36